(1)
{"formula": "C2HN2O3S2", "method": "ωB97M-V with the def2-TZVPD basis set", "homo_energy_ev": -5.31, "smiles": "O=S(=O)([O-])c1csnn1", "total_charge": -1, "e_above_lowest_kj_mol": 5.8, "elements": ["O", "S", "O", "O", "C", "C", "S", "N", "N", "H"], "positions_angstrom": [[1.189, -0.845, 2.756], [1.054, -1.643, 1.541], [0.453, -2.962, 1.716], [2.171, -1.577, 0.609], [-0.339, -0.991, 0.619], [-0.529, -0.315, -0.757], [-2.258, -0.305, -0.921], [-2.504, -1.091, 0.504], [-1.460, -1.359, 1.154], [0.278, 0.201, -1.311]], "forces_ev_per_angstrom": [[0.0, -0.3, -0.7], [-0.1, -0.5, -0.2], [1.2, 0.0, 0.4], [0.0, 0.1, 0.3], [1.2, 2.7, -4.8], [-0.1, -1.4, 4.2], [2.4, 0.1, -0.2], [-2.4, 0.0, -0.2], [-1.4, -0.2, 0.9], [-0.9, -0.6, 0.2]]}

---

(2)
{"formula": "C2HN3", "method": "ωB97M-V with the def2-TZVPD basis set", "homo_energy_ev": [-6.88, -13.08], "multiplicity": 3, "e_above_lowest_kj_mol": 11.9, "s_squared": 2.028, "elements": ["C", "C", "N", "N", "N", "H"], "positions_angstrom": [[0.475, -1.699, -0.002], [-0.198, -0.539, 0.237], [1.034, -2.711, -0.007], [-2.995, -0.571, -0.003], [-1.805, -0.606, 0.078], [0.143, 0.460, 0.574]], "forces_ev_per_angstrom": [[-0.2, -0.1, 0.5], [-5.4, 2.3, 0.0], [0.4, -0.4, -0.3], [1.5, 0.7, 0.4], [3.6, -1.4, -0.2], [0.1, -1.1, -0.4]]}

---

(3)
{"formula": "C2HN3O3", "method": "ωB97M-V with the def2-TZVPD basis set", "homo_energy_ev": -11.23, "smiles": "O=C=NC(=O)O.N#N", "e_above_lowest_kj_mol": 33.1, "elements": ["O", "C", "N", "C", "O", "O", "H", "N", "N"], "positions_angstrom": [[2.447, -0.041, -0.765], [1.326, -0.352, -0.906], [0.177, -0.756, -1.108], [-0.899, -0.913, -0.217], [-0.852, -0.810, 0.954], [-2.106, -1.139, -0.783], [-1.878, -1.442, -1.614], [0.298, 1.870, 1.026], [0.012, 2.451, 1.954]], "forces_ev_per_angstrom": [[-2.0, -0.4, -0.5], [0.4, -0.4, 0.7], [1.0, 0.4, -0.5], [-1.0, 0.5, 0.4], [0.8, 0.2, 1.6], [0.8, 0.6, 1.7], [0.0, -1.0, -3.4], [-1.4, 3.1, 4.8], [1.5, -3.0, -4.8]]}

---

(4)
{"formula": "C2HN3O4", "method": "ωB97M-V with the def2-TZVPD basis set", "homo_energy_ev": [3.37, 0.70], "multiplicity": 3, "total_charge": -2, "s_squared": 2.013, "elements": ["C", "C", "N", "N", "N", "O", "O", "O", "O", "H"], "positions_angstrom": [[-2.742, -1.487, -0.038], [-1.995, 1.687, 0.742], [-0.344, 0.709, -1.420], [-1.096, -0.365, -1.225], [-1.908, -0.270, -0.170], [-3.462, -1.789, -0.987], [-2.571, 2.402, -0.027], [-2.680, -2.001, 1.095], [-1.605, 1.465, 1.861], [0.315, 0.346, -2.062]], "forces_ev_per_angstrom": [[0.1, 1.1, 1.1], [-1.0, -0.4, 1.2], [-0.1, 2.3, 1.0], [0.0, -2.8, -1.8], [-0.7, 0.9, 1.3], [-0.5, -0.3, -1.0], [0.9, -0.8, 0.5], [0.2, -0.4, 0.4], [0.0, 0.6, -1.7], [1.3, -0.2, -0.9]]}

---

(5)
{"formula": "C2HN4O5S", "method": "ωB97M-V with the def2-TZVPD basis set", "homo_energy_ev": -6.16, "smiles": "N#C/N=C(/[O-])OS(=O)(=O)NN=O", "total_charge": -1, "elements": ["N", "C", "N", "C", "O", "O", "S", "O", "O", "N", "N", "O", "H"], "positions_angstrom": [[1.518, 1.689, 2.339], [1.724, 1.432, 1.261], [1.972, 0.993, 0.125], [1.450, 0.897, -0.983], [1.803, 0.324, -1.972], [0.184, 1.894, -1.397], [-1.124, 1.227, -1.140], [-1.760, 1.651, 0.055], [-1.843, 1.023, -2.369], [-0.651, -0.492, -0.728], [-0.284, -1.437, -1.586], [-0.131, -2.530, -1.031], [-0.800, -0.920, 0.171]], "forces_ev_per_angstrom": [[-0.6, 1.4, 4.2], [-0.8, 0.2, -0.1], [1.6, -0.7, -0.4], [1.9, -1.1, -4.1], [-0.8, 0.3, -0.2], [0.3, 0.3, 0.8], [-0.9, -3.0, -1.3], [-0.2, 0.2, 0.2], [0.1, 0.7, 0.9], [-0.2, 0.7, -0.4], [0.0, -0.7, 0.1], [-0.3, 1.3, -0.6], [-0.2, 0.5, 0.9]]}

---

(6)
{"formula": "C2HN5O", "method": "ωB97M-V with the def2-TZVPD basis set", "homo_energy_ev": -9.46, "smiles": "O=c1ncnnnn1", "e_above_lowest_kj_mol": 363.0, "elements": ["O", "C", "N", "C", "N", "N", "N", "N", "H"], "positions_angstrom": [[-0.205, 2.117, 0.493], [0.238, 1.166, -0.136], [-0.399, 0.501, -1.340], [-0.864, -0.589, -0.794], [-0.745, -0.785, 0.665], [0.207, -0.891, 1.444], [1.577, -0.519, 0.750], [1.464, 0.590, 0.275], [-1.274, -1.589, -1.357]], "forces_ev_per_angstrom": [[0.7, -1.8, -2.2], [-1.8, 2.5, 1.5], [-0.1, -1.1, 2.5], [2.0, -0.8, -0.3], [-0.8, -1.6, 0.3], [-0.5, 0.3, -2.6], [-0.6, 0.3, 1.7], [0.6, -0.7, -2.4], [0.6, 3.0, 1.4]]}

---

(7)
{"formula": "C2HN5O2", "method": "ωB97M-V with the def2-TZVPD basis set", "homo_energy_ev": -10.91, "e_above_lowest_kj_mol": 423.8, "elements": ["C", "C", "N", "N", "N", "N", "N", "O", "O", "H"], "positions_angstrom": [[-2.696, -1.353, -0.920], [-1.506, -0.749, -0.550], [-3.682, -1.879, -1.158], [-0.923, 0.318, -0.994], [0.299, 0.039, -0.476], [-0.431, -1.209, 0.251], [0.129, -2.515, 0.537], [-0.688, -3.427, 0.530], [1.306, -2.596, 0.802], [0.666, 0.743, 0.082]], "forces_ev_per_angstrom": [[-0.8, -0.4, 0.2], [2.0, 0.2, -0.6], [-0.6, -0.3, -0.2], [-1.3, 0.5, -0.1], [-1.2, -4.7, -0.7], [2.1, 2.0, 0.6], [-0.5, -1.1, -0.5], [0.6, 1.4, -0.1], [-1.1, 0.9, -0.3], [0.8, 1.5, 1.9]]}

---

(8)
{"formula": "C2HNO2", "method": "ωB97M-V with the def2-TZVPD basis set", "homo_energy_ev": -12.19, "smiles": "N#CC(=O)O", "e_above_lowest_kj_mol": 108.6, "elements": ["N", "C", "C", "O", "O", "H"], "positions_angstrom": [[2.323, -0.280, -0.026], [1.124, -0.289, -0.035], [-0.299, -0.361, 0.039], [-1.051, -1.333, -0.051], [-0.590, 1.011, -0.069], [-1.508, 1.253, 0.141]], "forces_ev_per_angstrom": [[-5.6, 0.0, -0.1], [7.2, -1.2, 0.5], [-3.3, 0.1, -1.8], [2.3, 3.1, 0.9], [-0.6, -1.5, 0.8], [0.0, -0.5, -0.2]]}

---

(9)
{"formula": "C2HNO2", "method": "ωB97M-V with the def2-TZVPD basis set", "homo_energy_ev": -12.38, "smiles": "O=C=O.C#N", "e_above_lowest_kj_mol": 67.3, "elements": ["O", "C", "O", "C", "N", "H"], "positions_angstrom": [[-3.082, -0.456, 0.697], [-3.191, 0.664, 1.346], [-3.286, 1.619, 1.949], [-0.036, -0.500, 1.374], [0.063, 0.463, 0.736], [-0.039, -1.449, 1.798]], "forces_ev_per_angstrom": [[-0.8, 7.4, 4.3], [0.9, -8.7, -4.9], [-0.1, 1.2, 0.6], [0.5, 2.4, -2.0], [-0.3, -1.4, 1.3], [-0.2, -1.0, 0.7]]}

---

(10)
{"formula": "C2HNO3", "method": "ωB97M-V with the def2-TZVPD basis set", "homo_energy_ev": [-10.01, -10.01], "smiles": "O=[N+]([O-])C1=CO1", "e_above_lowest_kj_mol": 745.6, "elements": ["O", "N", "O", "C", "C", "O", "H"], "positions_angstrom": [[-0.492, -1.199, 1.625], [-0.734, -0.294, 0.901], [-1.212, 0.785, 1.024], [-0.186, -0.698, -0.682], [0.882, 0.125, -0.868], [-0.079, 0.773, -1.377], [1.821, 0.507, -0.622]], "forces_ev_per_angstrom": [[-0.4, -0.3, 1.6], [1.9, -0.7, -3.8], [-0.5, 0.2, 0.7], [-1.4, -0.5, 1.7], [-1.6, 0.9, 0.3], [0.4, 0.3, -0.6], [1.7, 0.1, 0.1]]}

---

(11)
{"formula": "C2HNO3", "method": "ωB97M-V with the def2-TZVPD basis set", "homo_energy_ev": -10.91, "smiles": "O=C=NOC=O", "e_above_lowest_kj_mol": 269.4, "elements": ["O", "C", "N", "O", "C", "O", "H"], "positions_angstrom": [[0.387, -1.249, -1.975], [0.974, -0.715, -1.133], [1.855, -0.376, -0.410], [1.546, 0.431, 0.666], [0.234, 0.765, 0.700], [-0.268, 1.355, 1.566], [-0.370, 0.262, -0.213]], "forces_ev_per_angstrom": [[-0.8, -0.1, -0.5], [-1.5, -2.2, -3.2], [2.6, 1.4, 2.4], [0.3, 0.5, 0.5], [-1.1, -1.8, -1.9], [-0.5, 1.1, 1.1], [1.0, 1.2, 1.6]]}

---

(12)
{"formula": "C2HNO4", "method": "ωB97M-V with the def2-TZVPD basis set", "homo_energy_ev": [-9.55, -9.62], "smiles": "O=CN=O.O=C=O", "e_above_lowest_kj_mol": 277.7, "elements": ["O", "C", "N", "O", "H", "O", "C", "O"], "positions_angstrom": [[0.325, 0.219, 1.428], [0.934, 0.246, 0.407], [2.134, -0.137, 0.034], [3.105, 0.157, -0.550], [0.238, 0.371, -0.487], [-2.944, -0.453, 0.591], [-2.290, -0.279, -0.311], [-1.503, -0.124, -1.112]], "forces_ev_per_angstrom": [[0.1, -0.1, 2.6], [-3.2, 1.7, -2.3], [1.0, -2.7, 0.4], [1.0, 1.3, -0.5], [1.7, -0.1, -0.1], [-2.7, -0.5, 2.3], [0.6, -0.1, 0.8], [1.6, 0.5, -3.2]]}

---

(13)
{"formula": "C2HNO4", "method": "ωB97M-V with the def2-TZVPD basis set", "homo_energy_ev": -11.52, "e_above_lowest_kj_mol": 663.1, "elements": ["C", "C", "N", "O", "O", "O", "O", "H"], "positions_angstrom": [[-2.095, 0.906, -0.111], [-1.113, -0.205, 0.091], [-1.188, -1.546, -0.089], [-2.224, -1.973, 0.353], [-2.737, 1.626, -0.815], [-0.279, -2.168, -0.622], [-1.922, 0.480, 1.100], [0.573, -0.071, 0.356]], "forces_ev_per_angstrom": [[-0.5, 0.2, -2.7], [6.1, 5.5, 1.1], [-0.3, -3.3, -0.5], [-1.0, -1.6, 0.1], [1.1, -1.0, 1.5], [-0.8, 0.6, 0.3], [0.0, -0.5, 1.0], [-4.6, 0.1, -0.8]]}

---

(14)
{"formula": "C2HNS2", "method": "ωB97M-V with the def2-TZVPD basis set", "homo_energy_ev": -9.57, "smiles": "N#CC(=S)S", "e_above_lowest_kj_mol": 166.3, "elements": ["N", "C", "C", "S", "S", "H"], "positions_angstrom": [[-2.235, -1.130, -0.310], [-1.150, -0.779, 0.296], [0.146, -0.278, -0.043], [1.646, -1.095, -0.144], [0.102, 1.498, -0.155], [1.491, 1.785, 0.354]], "forces_ev_per_angstrom": [[8.3, 2.7, 5.6], [-8.6, -3.3, -6.6], [3.9, 0.3, 1.0], [-3.1, 0.9, 0.2], [2.1, 0.3, 1.0], [-2.6, -0.8, -1.2]]}

---

(15)
{"formula": "C2HO2P", "method": "ωB97M-V with the def2-TZVPD basis set", "homo_energy_ev": -9.97, "smiles": "[H]/P=c1\\oc1=O", "e_above_lowest_kj_mol": 190.6, "elements": ["H", "P", "C", "O", "C", "O"], "positions_angstrom": [[-0.203, -2.299, 0.446], [0.321, -1.378, 1.377], [0.134, -0.010, 0.341], [-0.406, 0.088, -1.023], [0.009, 1.224, -0.489], [0.145, 2.374, -0.652]], "forces_ev_per_angstrom": [[-0.1, 0.1, -0.3], [0.0, 2.1, -0.9], [-0.2, -1.0, 0.0], [-0.2, -0.2, -0.5], [0.7, -1.3, 2.3], [-0.2, 0.3, -0.6]]}

---

(16)
{"formula": "C2HO2Ru", "method": "ωB97M-V with the def2-TZVPD basis set", "homo_energy_ev": [-20.54, -23.84], "multiplicity": 6, "total_charge": 2, "e_above_lowest_kj_mol": 0.0, "s_squared": 8.758, "elements": ["O", "C", "C", "O", "H", "Ru"], "positions_angstrom": [[2.715, -0.503, -0.324], [1.710, -0.058, -0.101], [-2.015, -0.491, 0.209], [-2.220, 0.643, -0.292], [-2.820, -1.244, 0.035], [-0.358, 0.628, 0.527]], "forces_ev_per_angstrom": [[-1.6, 0.7, 0.3], [1.8, -0.5, -0.4], [-3.4, 0.9, -1.7], [-0.5, -1.7, 0.2], [0.4, -0.4, 0.4], [3.3, 1.0, 1.2]]}

---

(17)
{"formula": "C2HO2Tb", "method": "ωB97M-V with the def2-TZVPD basis set", "homo_energy_ev": [-19.33, -18.82], "multiplicity": 7, "total_charge": 2, "s_squared": 13.016, "elements": ["O", "C", "O", "C", "Tb", "H"], "positions_angstrom": [[-3.065, 1.661, -0.781], [-2.109, 1.125, -0.561], [1.827, -1.572, 0.230], [2.864, -1.444, 0.953], [0.170, -0.155, 0.035], [2.629, -1.787, 2.006]], "forces_ev_per_angstrom": [[0.7, -0.4, 0.1], [-1.2, 0.7, -0.2], [4.9, 0.5, 2.2], [-4.8, -1.6, -1.6], [-1.1, 0.7, -0.4], [1.3, 0.2, 0.0]]}

---

(18)
{"formula": "C2HO4S2", "method": "ωB97M-V with the def2-TZVPD basis set", "homo_energy_ev": [-3.94, -3.94], "smiles": "O=C(O)C#S#S(=O)[O-]", "total_charge": -1, "e_above_lowest_kj_mol": 5.4, "elements": ["O", "C", "O", "C", "S", "S", "O", "O", "H"], "positions_angstrom": [[-1.980, -1.496, 1.000], [-1.292, -0.811, 0.307], [-1.455, 0.507, 0.244], [-0.511, -1.402, -0.766], [1.073, -1.089, -1.007], [1.965, 0.894, -0.189], [2.008, 0.686, 1.251], [0.723, 1.659, -0.651], [-0.532, 1.052, -0.188]], "forces_ev_per_angstrom": [[-0.6, -1.1, 1.6], [-0.6, 1.6, -1.4], [2.2, 1.6, -0.7], [1.6, -0.3, -0.2], [-0.1, -0.8, -0.9], [-1.9, -0.1, -0.2], [0.3, 0.3, 0.5], [0.8, 0.0, 0.5], [-1.8, -1.2, 0.9]]}

---

(19)
{"formula": "C2N2O", "method": "ωB97M-V with the def2-TZVPD basis set", "homo_energy_ev": [-10.74, -10.84], "multiplicity": 3, "e_above_lowest_kj_mol": 9.2, "s_squared": 2.039, "elements": ["C", "C", "N", "N", "O"], "positions_angstrom": [[-0.557, -0.686, -0.158], [-0.460, -0.236, 1.130], [0.007, -0.213, -1.182], [0.693, 0.690, -0.652], [0.546, 0.690, 0.780]], "forces_ev_per_angstrom": [[-5.2, -6.1, 0.1], [2.4, 2.7, 0.7], [1.2, 1.0, -1.4], [2.5, 2.9, -0.2], [-0.9, -0.6, 0.8]]}

---

(20)
{"formula": "C2N5O3", "method": "ωB97M-V with the def2-TZVPD basis set", "homo_energy_ev": -5.59, "total_charge": -1, "e_above_lowest_kj_mol": 195.7, "elements": ["C", "C", "N", "N", "N", "N", "N", "O", "O", "O"], "positions_angstrom": [[0.660, -0.250, 0.155], [-0.505, -0.982, 0.364], [2.582, 0.174, -0.564], [1.754, -0.835, -0.393], [0.846, 1.042, 0.376], [2.079, 1.268, -0.001], [-1.963, 0.333, -0.116], [-3.129, 0.033, 0.151], [-0.815, -2.083, 0.637], [-1.510, 1.301, -0.610]], "forces_ev_per_angstrom": [[1.3, -0.2, -0.4], [-2.2, -0.6, 0.1], [0.3, -0.7, 0.9], [-0.1, 0.4, -0.6], [0.4, 0.7, 0.8], [-0.3, 0.4, -0.7], [0.9, -3.5, 1.8], [0.9, 0.8, -0.5], [-0.2, 1.2, -0.3], [-0.9, 1.6, -1.0]]}

---

The calculation returns the following E_tot values, one per record and in order: -1208.4342 -240.8718 -466.8552 -541.8882 -1070.1987 -425.6397 -500.8128 -282.0138 -282.0295 -357.0087 -357.1901 -432.4072 -432.2605 -927.8268 -568.5355 -321.1740 -1050.9338 -1174.1507 -260.6463 -575.6375 a.u..